A 8-piece molecular cluster, C47H54B3FNO6PS overall at a distorted geometry, computed with the ωB97M-V functional and the def2-TZVPD basis.

Element x y z (Å)
C  6.248  -0.363  -0.315
C  5.283  0.820  -0.973
O  5.699  2.108  -1.096
N  3.899  0.383  -1.409
C  3.326  1.257  -2.503
B  2.949  0.202  -0.240
O  2.053  1.223  0.337
B  0.673  0.622  0.286
C  -0.653  1.456  -0.303
C  -0.386  1.812  -1.881
F  -1.836  0.519  -0.279
O  0.394  -0.793  0.722
B  1.452  -1.572  0.051
P  1.211  -2.989  -1.213
O  -0.157  -4.024  -0.911
O  0.983  -2.202  -2.789
S  2.924  -3.928  -1.345
O  2.867  -1.172  0.372
H  6.101  -1.414  -0.810
H  7.359  -0.031  -0.532
H  6.136  -0.447  0.861
H  3.263  2.383  -2.184
H  2.220  0.903  -2.754
H  3.943  1.081  -3.501
H  -0.956  2.368  0.365
H  -1.427  2.192  -2.320
H  -0.072  0.838  -2.488
H  0.371  2.692  -2.035
H  -0.329  -4.474  -1.811
H  1.744  -1.538  -2.944
C  -4.936  0.964  0.483
C  -5.991  0.757  -0.405
C  -7.291  0.607  0.078
C  -7.537  0.672  1.449
C  -6.482  0.883  2.337
C  -5.181  1.024  1.855
H  -3.923  1.078  0.107
H  -5.800  0.713  -1.474
H  -8.112  0.439  -0.614
H  -8.550  0.560  1.825
H  -6.674  0.936  3.406
H  -4.359  1.183  2.547
C  1.906  -0.432  -6.055
C  2.314  0.136  -7.261
C  2.163  -0.571  -8.453
C  1.593  -1.845  -8.440
C  1.182  -2.412  -7.234
C  1.342  -1.708  -6.041
H  2.027  0.118  -5.126
H  2.751  1.132  -7.272
H  2.487  -0.131  -9.392
H  1.471  -2.395  -9.370
H  0.737  -3.404  -7.225
H  1.026  -2.152  -5.101
C  -8.962  2.421  6.906
C  -7.794  2.071  6.228
C  -7.280  0.780  6.345
C  -7.939  -0.165  7.132
C  -9.108  0.184  7.807
C  -9.618  1.478  7.698
H  -9.360  3.428  6.818
H  -7.285  2.805  5.609
H  -6.367  0.509  5.822
H  -7.541  -1.173  7.218
H  -9.623  -0.553  8.419
H  -10.526  1.751  8.228
C  12.382  -0.274  0.454
C  11.925  -0.248  1.772
C  10.720  0.383  2.080
C  9.966  0.979  1.069
C  10.421  0.949  -0.249
C  11.631  0.327  -0.556
H  13.323  -0.763  0.215
H  12.509  -0.718  2.559
H  10.367  0.409  3.108
H  9.025  1.466  1.308
H  9.833  1.412  -1.038
H  11.988  0.308  -1.582
C  -1.505  2.231  4.783
C  -0.765  1.630  3.765
C  0.210  2.359  3.086
C  0.453  3.689  3.433
C  -0.283  4.289  4.453
C  -1.265  3.562  5.126
H  -2.267  1.663  5.310
H  -0.950  0.592  3.500
H  0.781  1.893  2.288
H  1.217  4.256  2.907
H  -0.093  5.325  4.724
H  -1.843  4.032  5.917
C  -1.398  -1.753  -10.429
C  -1.150  -1.997  -11.779
C  -1.773  -3.066  -12.422
C  -2.654  -3.886  -11.716
C  -2.905  -3.640  -10.366
C  -2.275  -2.576  -9.721
H  -0.910  -0.922  -9.927
H  -0.468  -1.354  -12.331
H  -1.574  -3.260  -13.472
H  -3.143  -4.717  -12.218
H  -3.593  -4.278  -9.817
H  -2.467  -2.388  -8.669
C  -0.728  -0.484  7.096
C  -1.989  -1.072  7.176
C  -2.386  -1.718  8.346
C  -1.524  -1.767  9.442
C  -0.264  -1.176  9.364
C  0.137  -0.538  8.190
H  -0.417  0.017  6.183
H  -2.664  -1.028  6.324
H  -3.367  -2.182  8.405
H  -1.835  -2.267  10.356
H  0.407  -1.213  10.218
H  1.121  -0.082  8.128

Computed properties:
SMILES	CC(=O)N(C)B1OB([C@@H](C)F)OB(P(O)(O)=S)O1.c1ccccc1.c1ccccc1.c1ccccc1.c1ccccc1.c1ccccc1.c1ccccc1.c1ccccc1
calculated total energy	-3243.6382	a.u.
orbital gap	7.92	eV
total charge	0
energy above the lowest of the compared OMol25 structures with the same formula, charge and spin	153.6	kcal per mole
E_LUMO	-1.24	eV
spin multiplicity	1

C47H54Cl5IN2O2PS4SbSnTe as an isolated structure, computed with the ωB97M-V functional and the def2-TZVPD basis.

Element x y z (Å)
Sn  0.390  -1.852  -0.589
S  5.348  -2.038  -0.092
Sb  3.725  -1.850  -1.642
S  1.937  -3.496  -1.459
S  2.177  -0.033  -1.261
S  4.349  -1.748  -3.816
Cl  -0.913  -1.451  2.614
C  -1.662  -2.763  1.763
C  -1.067  -3.243  0.600
C  -1.653  -4.374  0.050
Cl  -0.969  -5.086  -1.373
C  -2.794  -4.972  0.587
Cl  -3.498  -6.358  -0.158
C  -3.385  -4.428  1.720
Cl  -4.813  -5.130  2.379
C  -2.808  -3.317  2.325
Cl  -3.511  -2.647  3.749
C  4.255  6.598  1.606
C  3.473  5.315  1.552
C  4.111  4.087  1.545
C  3.413  2.881  1.485
C  4.228  1.616  1.482
C  2.015  2.940  1.453
Te  0.868  1.152  1.504
N  1.968  0.034  2.697
C  2.142  -1.209  2.294
O  1.792  -1.781  1.234
C  2.882  -2.042  3.311
C  4.266  -2.002  3.395
C  4.919  -2.782  4.338
C  4.197  -3.590  5.204
C  2.812  -3.625  5.120
C  2.156  -2.856  4.171
C  -0.408  1.791  3.096
C  -1.777  1.762  2.838
C  -2.391  1.465  1.493
C  -2.666  2.037  3.878
C  -2.223  2.331  5.153
C  -3.188  2.570  6.280
C  -0.850  2.382  5.373
C  0.076  2.122  4.372
C  1.535  2.244  4.720
C  1.340  4.160  1.405
C  -0.153  4.309  1.265
C  2.088  5.331  1.465
H  5.257  6.432  1.999
H  3.758  7.336  2.236
H  4.358  7.034  0.610
H  5.194  4.048  1.584
H  5.216  1.823  1.075
H  3.788  0.821  0.885
H  4.344  1.230  2.495
H  4.826  -1.391  2.700
H  6.001  -2.770  4.382
H  4.711  -4.198  5.936
H  2.241  -4.255  5.790
H  1.077  -2.887  4.093
H  -1.683  1.149  0.727
H  -2.892  2.357  1.108
H  -3.140  0.678  1.593
H  -3.732  2.005  3.674
H  -4.209  2.663  5.913
H  -2.938  3.478  6.830
H  -3.161  1.742  6.991
H  -0.482  2.629  6.363
H  1.636  2.637  5.731
H  2.050  2.921  4.037
H  2.039  1.282  4.649
H  -0.623  3.465  0.765
H  -0.369  5.191  0.661
H  -0.630  4.440  2.239
H  1.564  6.280  1.434
C  -0.627  0.723  -3.746
C  -0.704  -0.643  -4.426
C  0.725  -1.118  -4.709
C  -1.442  -0.522  -5.761
P  -1.411  -1.894  -3.217
C  -1.557  -3.355  -4.308
C  -2.654  -3.662  -5.112
C  -2.644  -4.778  -5.934
C  -1.527  -5.600  -5.978
C  -0.422  -5.297  -5.199
C  -0.439  -4.188  -4.367
C  -3.142  -1.376  -2.684
C  -3.902  -2.624  -2.221
C  -2.959  -0.483  -1.445
C  -3.991  -0.605  -3.697
H  -0.077  1.405  -4.404
H  -0.080  0.671  -2.806
H  -1.608  1.160  -3.557
H  1.240  -0.356  -5.300
H  0.745  -2.047  -5.279
H  1.318  -1.263  -3.809
H  -0.815  0.065  -6.439
H  -2.397  -0.009  -5.673
H  -1.607  -1.493  -6.230
H  -3.529  -3.028  -5.110
H  -3.509  -5.000  -6.546
H  -1.519  -6.471  -6.620
H  0.459  -5.924  -5.229
H  0.427  -3.966  -3.752
H  -3.323  -3.196  -1.499
H  -4.165  -3.294  -3.038
H  -4.826  -2.306  -1.730
H  -2.577  -1.059  -0.601
H  -3.931  -0.076  -1.153
H  -2.283  0.356  -1.615
H  -4.091  -1.112  -4.655
H  -3.590  0.390  -3.885
H  -4.996  -0.480  -3.282
N  1.876  3.078  -2.253
C  0.593  3.276  -1.895
O  -0.007  2.537  -1.144
C  -0.029  4.513  -2.524
I  -2.035  4.828  -1.933
H  2.290  2.171  -2.036
H  2.304  3.639  -2.968
H  -0.033  4.419  -3.607
H  0.532  5.403  -2.247

Computed properties:
⟨S²⟩	0.7580
calculated total energy	-7338.8671	a.u.
orbital gap (spin up / spin down)	6.09 / 5.51	eV
total charge	-1
energy above the lowest of the compared OMol25 structures with the same formula, charge and spin	15.9	kcal per mole
E_LUMO (spin up / spin down)	1.59 / 0.85	eV
spin multiplicity	2

C47H54GeO2S7SiW as an isolated structure, computed with the ωB97M-V functional and the def2-TZVPD basis.

Element x y z (Å)
W  0.999  -0.578  0.096
O  1.894  0.563  1.617
S  2.373  1.608  2.598
C  2.045  0.833  4.193
C  0.599  0.367  4.347
C  0.472  -1.059  4.885
C  -0.937  -1.612  4.678
S  -1.332  -2.057  2.954
O  -0.339  -1.291  2.127
C  -0.903  -3.778  2.931
C  -1.922  -4.614  2.491
C  -1.697  -5.982  2.403
C  -0.466  -6.500  2.769
C  0.546  -5.655  3.214
C  0.341  -4.289  3.284
C  1.171  2.908  2.596
C  -0.117  2.678  2.135
C  -1.038  3.714  2.182
C  -0.660  4.953  2.681
C  0.641  5.174  3.118
C  1.574  4.149  3.069
H  2.355  1.570  4.936
H  2.762  0.009  4.214
H  0.128  0.376  3.368
H  0.049  1.068  4.978
H  0.691  -1.084  5.956
H  1.206  -1.707  4.402
H  -1.682  -0.867  4.965
H  -1.130  -2.515  5.260
H  -2.875  -4.193  2.198
H  -2.478  -6.635  2.037
H  -0.283  -7.563  2.690
H  1.512  -6.064  3.478
H  1.152  -3.630  3.559
H  -0.377  1.718  1.710
H  -2.045  3.547  1.821
H  -1.380  5.760  2.714
H  0.934  6.149  3.482
H  2.597  4.317  3.381
S  1.725  -7.927  -0.446
C  1.619  -6.289  -0.340
S  2.721  -5.319  0.568
C  1.952  -3.777  0.313
C  0.916  -3.787  -0.549
S  0.009  -2.358  -1.003
S  0.453  -5.342  -1.193
S  2.520  -2.363  1.132
C  3.310  1.878  -0.969
Si  2.653  0.268  -1.740
C  1.772  0.748  -3.403
C  1.030  2.064  -3.156
C  2.701  0.999  -4.598
C  0.764  -0.313  -3.845
C  4.228  -0.808  -2.036
C  3.835  -2.220  -2.481
C  5.171  -0.202  -3.091
C  5.059  -0.902  -0.748
H  4.020  2.374  -1.638
H  3.827  1.674  -0.029
H  2.498  2.579  -0.762
H  1.719  2.905  -3.048
H  0.420  2.014  -2.260
H  0.369  2.288  -4.002
H  3.521  1.683  -4.371
H  2.111  1.450  -5.403
H  3.122  0.076  -4.994
H  -0.011  -0.487  -3.102
H  1.240  -1.275  -4.051
H  0.275  0.016  -4.770
H  3.302  -2.214  -3.435
H  3.196  -2.711  -1.743
H  4.730  -2.841  -2.609
H  4.816  -0.332  -4.109
H  6.141  -0.708  -3.024
H  5.360  0.862  -2.932
H  4.527  -1.395  0.063
H  5.374  0.083  -0.397
H  5.969  -1.476  -0.953
C  -0.377  0.446  -0.415
Ge  -2.124  1.110  -0.973
C  -3.256  1.247  0.622
C  -2.816  0.863  1.884
C  -3.628  1.014  3.003
C  -4.901  1.545  2.871
C  -5.360  1.924  1.616
C  -4.542  1.779  0.506
C  -2.947  -0.177  -2.178
C  -2.898  -0.045  -3.563
C  -3.450  -1.013  -4.390
C  -4.059  -2.130  -3.837
C  -4.118  -2.275  -2.458
C  -3.568  -1.302  -1.636
C  -2.143  2.895  -1.753
C  -3.163  3.248  -2.635
C  -3.266  4.542  -3.130
C  -2.349  5.507  -2.743
C  -1.332  5.174  -1.858
C  -1.235  3.881  -1.369
H  -1.829  0.427  1.988
H  -3.270  0.719  3.982
H  -5.535  1.663  3.741
H  -6.354  2.337  1.506
H  -4.915  2.092  -0.463
H  -2.411  0.815  -4.009
H  -3.399  -0.898  -5.465
H  -4.485  -2.889  -4.480
H  -4.589  -3.148  -2.024
H  -3.617  -1.427  -0.560
H  -3.887  2.505  -2.952
H  -4.061  4.793  -3.820
H  -2.424  6.514  -3.132
H  -0.609  5.921  -1.555
H  -0.428  3.638  -0.685

Computed properties:
calculated total energy	-7194.6243	a.u.
orbital gap	6.68	eV
total charge	0
energy above the lowest of the compared OMol25 structures with the same formula, charge and spin	0.0	kcal per mole
E_LUMO	-0.25	eV
spin multiplicity	1